# C3H7NOS2

A gas-phase ion, C3H7NOS2 (charge -1) in a non-equilibrium geometry (ωB97M-V with the def2-TZVPD basis set, the Open Molecules 2025 dataset).

- Gap between HOMO and LUMO (spin up / spin down): 2.93 / 8.22 eV
- Charge: -1
- Expectation value of S²: 0.75
- Maximum force: 4.087 eV/Å
- Spin multiplicity: 2
- ΔE to the lowest compared entry with this formula, charge and spin: 22.8 kcal per mole
- E_LUMO (spin up / spin down): 3.25 / 3.26 eV
- E_tot: -28431.466 eV
- HOMO (spin up / spin down): 0.32 / -4.97 eV

Bonds (Å) are listed after each position.
Atoms and positions in Å:
1 S -0.246 -2.709 1.892  S2 1.937, H8 1.380
2 S 1.266 -2.206 0.791  S1 1.937, C3 1.808
3 C 1.050 -0.561 0.072  S2 1.808, C4 1.527, H9 1.093, H10 1.104
4 C -0.374 -0.011 0.029  C3 1.527, N5 1.479, H11 1.086, H12 1.109
5 N -0.708 1.038 -0.958  C4 1.479, C6 1.397, H13 0.995
6 C -0.135 2.283 -0.688  N5 1.397, O7 1.212, H14 1.105
7 O -0.309 3.240 -1.411  C6 1.212
8 H -1.259 -3.441 1.308  S1 1.380
9 H 1.714 0.027 0.712  C3 1.093
10 H 1.489 -0.454 -0.935  C3 1.104
11 H -0.674 0.328 1.017  C4 1.086
12 H -1.166 -0.742 -0.229  C4 1.109
13 H -1.019 0.907 -1.894  N5 0.995
14 H 0.369 2.304 0.295  C6 1.105

Atomic partial charges in e from the Löwdin method, atoms 1 to 6: atom 1 (S): -0.131, atom 2 (S): 0.130, atom 3 (C): -0.603, atom 4 (C): -0.324, atom 5 (N): 0.013, atom 6 (C): -0.362